(1)
Here is 2 unconnected molecules or ions with the total composition C6H15NSi in a non-equilibrium geometry from the Open Molecules 2025 dataset. Energies are from ωB97M-V/def2-TZVPD.

## Properties
- energy above the lowest of the compared OMol25 structures with the same formula, charge and spin (eV) = 2.7138
- LUMO energy (eV) = 0.8
- net charge = 0

Each line ends with the natural charge from an NBO analysis.
Geometry (Å):
C: 0.38770 -1.72172 -0.65947  0.24
C: 1.73693 -0.32661 -2.15113  -0.61
C: 0.65260 2.03979 0.66594  -1.17
C: -2.21929 0.82093 0.20322  -1.13
C: -0.59737 -0.05193 2.62105  -1.14
C: 0.85679 -1.48661 -2.09153  -0.52
N: 0.09282 -2.75034 -0.10499  -0.70
Si: -0.43339 0.55533 0.78600  1.41
H: 1.52312 0.40442 -1.35526  0.21
H: 1.87802 0.16830 -3.08432  0.21
H: 2.71025 -0.63689 -1.85443  0.20
H: 1.74311 1.78742 0.83163  0.27
H: 0.60222 2.39105 -0.32515  0.24
H: 0.03647 2.74303 1.20176  0.25
H: -2.63045 1.63968 0.89000  0.22
H: -2.31246 1.28895 -0.76045  0.24
H: -2.88892 0.03434 0.46128  0.25
H: 0.37880 0.20898 3.16451  0.24
H: -1.41933 0.32000 3.28682  0.24
H: -0.69999 -1.18371 2.64502  0.23
H: 1.11344 -2.44926 -2.64529  0.23
H: -0.07046 -1.11421 -2.52895  0.22
H: -0.44061 -2.68095 0.80373  0.36

=====

(2)
Here is a molecular structure, C6H15O3Si in a non-equilibrium geometry from the Open Molecules 2025 dataset. Energies are from ωB97M-V/def2-TZVPD.

## Properties
- energy above the lowest of the compared OMol25 structures with the same formula, charge and spin (eV) = 0.0000
- LUMO energy (eV) = -3.4
- net charge = +1

Each line ends with the natural charge from an NBO analysis.
Geometry (Å):
C: 1.58868 0.05992 1.00915  -0.11
C: 1.65175 -1.34397 0.39933  0.04
C: 2.00487 -1.24728 -1.09646  -0.64
C: -2.35447 -0.13337 -2.10665  -0.26
C: 0.35018 2.02848 1.07468  -0.30
C: -2.21815 0.04212 1.59560  -1.19
O: 0.46152 -2.01471 0.59987  -0.73
O: -1.23371 -0.02638 -1.22719  -0.92
O: 0.41079 0.71550 0.52910  -0.62
Si: -0.97226 -0.30620 0.28904  2.22
H: 1.50358 0.01058 2.11216  0.21
H: 2.53866 0.68844 0.91225  0.24
H: 2.39580 -2.01629 0.82537  0.22
H: 1.73825 -2.22821 -1.64573  0.24
H: 3.02858 -1.12980 -1.27647  0.23
H: 1.25427 -0.52398 -1.43805  0.19
H: -2.35218 -1.06144 -2.72765  0.22
H: -2.14422 0.57738 -2.97464  0.22
H: -3.21853 0.11383 -1.54610  0.19
H: 0.63247 2.02654 2.14773  0.22
H: 1.00443 2.83159 0.63366  0.25
H: -0.62262 2.48731 1.11918  0.23
H: -2.82897 0.92349 1.27330  0.28
H: -2.81857 -0.78112 1.44316  0.27
H: -1.95038 0.12919 2.61524  0.29

=====

(3)
Here is C6H15OP in the gas phase in a non-equilibrium geometry from the Open Molecules 2025 dataset. Energies are from ωB97M-V/def2-TZVPD.

## Properties
- energy above the lowest of the compared OMol25 structures with the same formula, charge and spin (eV) = 2.2033
- LUMO energy (eV) = 0.8
- net charge = 0

Each line ends with the natural charge from an NBO analysis.
Geometry (Å):
C: -0.67501 1.53292 1.56012  -1.23
C: 2.02955 0.71593 -0.17531  -0.62
C: 0.16219 1.44449 -1.70741  -0.63
C: 0.04881 -2.42393 0.97324  -0.26
C: -2.01905 -0.63581 -0.15721  -1.02
C: 0.68871 0.38575 -0.89713  -0.47
O: -0.02130 -1.15586 1.58222  -0.80
P: -0.50501 0.07140 0.63882  1.76
H: -1.27801 1.46858 2.45119  0.24
H: 0.11717 2.25262 1.28761  0.23
H: 2.13035 0.04974 0.81828  0.22
H: 2.87105 0.57869 -0.79020  0.21
H: 2.05297 1.75647 0.12992  0.22
H: 0.48309 2.42634 -1.25411  0.22
H: -0.92849 1.47333 -1.87346  0.23
H: 0.70900 1.51465 -2.67503  0.21
H: 0.30103 -3.19650 1.67816  0.20
H: 0.87647 -2.38543 0.31843  0.17
H: -0.82319 -2.74898 0.49233  0.18
H: -2.44150 -1.42496 0.53726  0.25
H: -2.68881 0.19051 -0.40125  0.26
H: -1.70074 -1.28390 -1.15848  0.23
H: 0.61072 -0.60606 -1.37798  0.22

=====

(4)
Here is 2 unconnected molecules or ions with the total composition C6H15OP in a non-equilibrium geometry from the Open Molecules 2025 dataset. Energies are from ωB97M-V/def2-TZVPD.

## Properties
- energy above the lowest of the compared OMol25 structures with the same formula, charge and spin (eV) = 2.6378
- LUMO energy (eV) = 0.5
- net charge = 0

Each line ends with the natural charge from an NBO analysis.
Geometry (Å):
C: -3.15772 1.92039 -1.05274  -0.87
C: 0.96694 -0.52766 2.24454  -0.63
C: 1.98612 -1.50417 0.28674  -0.62
C: 2.37050 0.92994 0.99727  -0.60
C: -2.71584 -0.55356 -2.87319  -0.96
C: 1.41509 -0.28591 0.82861  0.21
O: 0.36644 0.23017 0.12375  -0.72
P: -2.65175 0.28871 -1.19736  0.65
H: -2.96045 2.47744 -0.09500  0.24
H: -3.58606 2.55212 -1.89215  0.21
H: 1.65986 -0.53188 3.12553  0.22
H: 0.16478 0.14163 2.46259  0.20
H: 0.51268 -1.53403 2.22910  0.20
H: 1.28307 -2.26596 0.10227  0.22
H: 2.75222 -1.83130 1.02457  0.21
H: 2.67765 -1.36289 -0.59688  0.21
H: 2.49714 1.33534 0.02728  0.21
H: 1.88252 1.57242 1.65098  0.20
H: 3.35577 0.68516 1.40441  0.19
H: -3.00505 0.25913 -3.50005  0.23
H: -1.72386 -0.99045 -3.20022  0.26
H: -3.66095 -1.20092 -2.73654  0.25
H: -0.42909 0.19628 0.63649  0.48

=====

(5)
Here is 2 unconnected molecules or ions with the total composition C6H15PS2 in a non-equilibrium geometry from the Open Molecules 2025 dataset. Energies are from ωB97M-V/def2-TZVPD.

## Properties
- energy above the lowest of the compared OMol25 structures with the same formula, charge and spin (eV) = 2.0927
- LUMO energy (eV) = -0.2
- net charge = 0

Each line ends with the natural charge from an NBO analysis.
Geometry (Å):
C: 0.10782 2.10117 1.20617  -0.62
C: 3.10131 -0.24956 -1.86509  -0.62
C: -3.86850 -1.64249 0.31825  -0.70
C: 0.82393 0.81110 1.45765  -0.68
C: 2.35424 0.58146 -0.80181  -0.74
C: -4.15954 -0.55788 -0.59624  -0.20
P: 0.78051 -0.13479 -0.14178  0.72
S: 1.39028 -1.95478 0.78281  -0.36
S: -3.11256 0.65122 -0.97881  0.02
H: -0.94367 1.92961 0.97750  0.22
H: 0.15258 2.60683 2.20608  0.21
H: 0.60866 2.80388 0.45642  0.21
H: 4.06595 0.15933 -2.27686  0.22
H: 3.50458 -1.22638 -1.41960  0.20
H: 2.52190 -0.57232 -2.68295  0.21
H: -4.13688 -1.32538 1.35442  0.25
H: -4.41192 -2.54492 0.19042  0.22
H: -2.80613 -1.91314 0.31317  0.24
H: 0.34088 0.10707 2.09378  0.22
H: 1.73571 1.08231 1.77812  0.21
H: 2.18770 1.52025 -1.39073  0.24
H: 2.92932 0.85005 0.18197  0.22
H: -5.15212 -0.55009 -0.87594  0.18
H: 1.98595 -2.53253 -0.28695  0.15

=====

Values for frontier orbital gap, eV, ordered as above
7.805 9.791 7.745 9.393 7.921